Molecular formula: C22H62F4NO12
Method: DFT, ωB97M-V/def2-TZVPD

The geometry in XYZ format:
```
101
Properties=species:S:1:pos:R:3:mulliken_spin:R:1
C -0.09 -2.70 1.44 0.008
C 0.29 -1.59 0.34 0.022
C 0.98 -2.44 -0.85 -0.004
C 1.43 -0.66 0.92 0.020
C 1.04 0.84 1.27 -0.003
C 1.95 1.87 0.45 0.004
F 1.70 3.20 0.81 0.000
F 3.29 1.60 0.87 0.000
C 1.94 1.63 -1.12 -0.004
F 2.88 2.56 -1.67 0.000
F 0.71 1.99 -1.70 0.002
C -0.49 1.25 1.14 0.023
C -1.48 0.15 0.55 0.002
C -2.42 -0.36 1.74 0.030
C -2.48 0.96 -0.44 -0.006
N -0.87 -0.91 -0.28 0.358
O -0.67 -0.56 -1.51 0.565
H 0.83 -3.36 1.55 0.001
H -0.28 -2.26 2.47 0.001
H -0.92 -3.39 1.09 -0.009
H 1.74 -3.13 -0.36 0.000
H 1.58 -1.76 -1.54 0.009
H 0.24 -3.10 -1.40 -0.002
H 1.80 -1.15 1.89 -0.002
H 2.33 -0.71 0.22 -0.004
H 1.34 1.01 2.36 0.000
H 2.30 0.61 -1.45 0.002
H -0.56 2.19 0.53 -0.001
H -0.88 1.52 2.18 0.001
H -3.28 -1.01 1.36 -0.017
H -1.87 -0.82 2.60 0.001
H -2.93 0.57 2.15 0.004
H -3.16 0.26 -1.01 -0.002
H -3.16 1.56 0.25 -0.001
H -1.93 1.69 -1.09 0.004
C 4.70 -0.64 -2.56 0.000
O 3.71 -1.59 -2.17 0.000
H 4.73 0.16 -1.82 0.000
H 5.67 -1.13 -2.62 0.000
H 4.43 -0.22 -3.53 0.000
H 3.70 -2.28 -2.84 0.000
C 3.89 0.21 3.55 0.001
O 3.11 -0.94 3.81 0.000
H 3.49 0.72 2.67 0.000
H 3.85 0.89 4.41 0.000
H 4.93 -0.08 3.35 0.000
H 3.48 -1.37 4.59 0.000
C 4.56 -4.41 -5.13 0.000
O 3.24 -4.47 -4.62 0.000
H 5.15 -3.74 -4.50 0.000
H 5.01 -5.41 -5.11 0.000
H 4.55 -4.02 -6.15 0.000
H 2.74 -5.06 -5.19 0.000
C -6.27 1.32 3.41 0.000
O -4.95 1.69 3.04 0.000
H -6.84 1.09 2.51 0.000
H -6.24 0.45 4.06 0.000
H -6.76 2.16 3.93 0.000
H -4.47 1.90 3.85 0.000
C 1.47 6.40 -0.44 0.000
O 0.29 6.08 0.29 0.000
H 1.21 7.13 -1.22 0.000
H 2.21 6.84 0.23 0.000
H 1.86 5.50 -0.91 0.000
H 0.54 5.44 0.96 0.000
C 4.94 -3.97 4.23 0.000
O 3.94 -3.35 5.03 0.000
H 4.85 -3.61 3.21 0.000
H 5.93 -3.72 4.62 0.000
H 4.80 -5.06 4.25 0.000
H 4.04 -3.68 5.93 0.000
C 8.58 -1.98 -3.03 0.000
O 7.81 -3.14 -2.77 0.000
H 8.18 -1.48 -3.91 0.000
H 8.53 -1.31 -2.17 0.000
H 9.62 -2.26 -3.22 0.000
H 8.18 -3.57 -1.99 0.000
C 3.24 6.10 -4.36 0.000
O 2.07 5.78 -3.62 0.000
H 2.98 6.82 -5.13 0.000
H 3.99 6.53 -3.69 0.000
H 3.64 5.20 -4.83 0.000
H 2.32 5.14 -2.95 0.000
C -7.99 0.72 -0.28 0.000
O -6.67 1.09 -0.65 0.000
H -8.56 0.48 -1.18 0.000
H -7.96 -0.16 0.37 0.000
H -8.48 1.55 0.24 0.000
H -6.19 1.29 0.16 0.000
C -5.25 -2.39 3.45 0.000
O -6.26 -1.78 4.25 0.000
H -5.34 -2.02 2.43 0.000
H -4.26 -2.13 3.84 0.000
H -5.38 -3.47 3.46 0.000
H -6.16 -2.11 5.14 0.000
C -11.05 0.19 -3.05 0.000
O -10.90 0.96 -1.87 0.000
H -10.07 0.00 -3.47 0.000
H -11.52 -0.77 -2.80 0.000
H -11.66 0.73 -3.77 0.000
H -11.78 1.11 -1.51 0.000
```

Calculated values
Multiplicity = 2
⟨S²⟩ = 0.75
HOMO-LUMO gap (alpha / beta) = 8.625 / 9.604 eV
F_max = 3.1 eV/Å

---

Molecular formula: C17H19NO4S
Method: DFT, ωB97M-V/def2-TZVPD

The geometry in XYZ format:
```
42
Properties=species:S:1:pos:R:3:lowdin_charge:R:1
C 2.73 -4.30 1.28 -0.077
H 3.30 -3.39 1.48 0.097
H 2.83 -4.57 0.22 0.099
H 3.11 -5.11 1.90 0.094
O 1.37 -4.15 1.64 -0.079
C 0.64 -3.19 1.01 -0.265
C 1.13 -2.34 0.03 0.001
C 0.30 -1.40 -0.55 -0.194
C -1.04 -1.28 -0.19 -0.254
C -1.52 -2.14 0.80 0.005
C -0.69 -3.07 1.39 0.023
H -1.07 -3.73 2.15 0.124
H -2.55 -2.08 1.13 0.108
O -1.78 -0.34 -0.83 -0.097
C -3.16 -0.29 -0.55 -0.064
H -3.58 0.44 -1.24 0.090
H -3.35 0.03 0.48 0.103
H -3.64 -1.26 -0.73 0.101
S 1.02 -0.38 -1.84 0.727
O 2.44 -0.60 -1.79 -0.282
O 0.38 -0.66 -3.09 -0.272
N 0.70 1.22 -1.47 -0.149
C 0.65 1.61 -0.14 -0.206
C 1.44 0.94 0.80 -0.026
C 1.37 1.27 2.14 -0.073
C 0.54 2.30 2.56 -0.092
C -0.20 2.99 1.63 -0.045
C -0.16 2.67 0.28 -0.156
C -0.95 3.48 -0.72 -0.137
C -1.21 2.67 -1.99 -0.154
C 0.11 2.07 -2.47 -0.164
H 0.82 2.86 -2.72 0.136
H -0.05 1.44 -3.35 0.111
H -1.63 3.30 -2.77 0.118
H -1.90 1.86 -1.77 0.091
H -0.38 4.38 -0.97 0.125
H -1.89 3.80 -0.27 0.117
H -0.84 3.81 1.95 0.112
H 0.48 2.56 3.61 0.098
H 1.98 0.74 2.85 0.104
H 2.12 0.18 0.46 0.095
H 2.15 -2.36 -0.32 0.108
```

Calculated values
HOMO-LUMO gap = 8.835 eV
SMILES = COc1ccc(OC)c(S(=O)(=O)N2CCCc3ccccc32)c1
F_max = 1.2 eV/Å

---

Molecular formula: C6H11FO
Method: DFT, ωB97M-V/def2-TZVPD

The geometry in XYZ format:
```
19
Properties=species:S:1:pos:R:3:lowdin_charge:R:1
C 1.09 1.53 0.85 -0.013
C 0.68 0.34 0.63 -0.196
C -1.06 -1.52 -1.46 -0.055
C -0.79 1.06 -1.96 -0.093
C 1.22 -0.86 2.62 -0.034
C -1.37 -0.07 -1.24 -0.373
O 0.80 -0.85 1.21 -0.108
F -2.52 0.25 -0.64 0.054
H 1.73 1.60 1.70 0.036
H 0.93 2.38 0.20 0.057
H -0.99 -2.01 -0.50 0.057
H -0.09 -1.69 -1.97 0.092
H -1.91 -2.08 -2.06 0.115
H -0.89 1.89 -1.36 0.042
H -1.01 1.36 -3.03 0.102
H 0.31 0.92 -2.05 0.088
H 1.59 -1.74 3.06 0.074
H 0.38 -0.42 3.14 0.092
H 1.91 -0.08 2.86 0.064
```

Calculated values
HOMO-LUMO gap (alpha / beta) = 7.533 / 9.228 eV
F_max = 3.8 eV/Å

---

Molecular formula: C4H4N2O
Method: DFT, ωB97M-V/def2-TZVPD

The geometry in XYZ format:
```
11
Properties=species:S:1:pos:R:3:lowdin_charge:R:1
C 0.37 -1.52 0.86 -0.265
C -0.25 -0.13 -1.12 -0.061
C -0.61 1.20 -1.15 -0.097
C 0.33 0.97 0.78 -0.141
H 0.41 -2.40 0.20 0.146
H -0.42 -0.98 -1.77 0.112
H -1.31 1.72 -1.84 0.099
H 0.89 1.03 1.71 0.132
N 0.23 -0.33 0.19 -0.062
N -0.26 1.90 0.10 0.077
O 0.62 -1.46 2.04 0.061
```

Calculated values
HOMO-LUMO gap = 9.836 eV
SMILES = O=Cn1ccnc1
F_max = 3.1 eV/Å